[1]
A structure of composition C38H26Co2N3O5P at a distorted geometry, computed with ωB97M-V with the def2-TZVPD basis set.

Geometry as XYZ:
```
75
C38H26Co2N3O5P | the OMol25 dataset | ωB97M-V with the def2-TZVPD basis set
Co -2.09 -0.63 -0.17
Co -0.93 1.74 -1.06
P 0.34 0.80 -2.65
O -0.80 -2.67 -1.73
O -1.55 4.24 -2.38
O 1.02 2.47 0.99
O -4.60 -1.76 0.76
O -0.22 -0.91 2.03
N 1.26 -4.81 5.77
N 0.46 -2.95 4.77
N 0.35 -4.29 4.91
C 3.46 -1.98 -2.51
C -1.69 1.20 4.34
C -2.67 0.15 -5.33
C 1.51 -2.56 5.61
C -2.46 1.27 0.01
C -2.77 0.80 5.15
C -1.26 3.23 -1.89
C 3.51 -2.28 -1.15
C 3.12 -1.25 6.78
C 1.72 -0.71 -0.80
C 1.28 2.07 -3.59
C 2.01 -3.74 6.24
C -1.01 -0.81 1.21
C -0.51 -1.35 -4.38
C 1.62 -0.42 -2.16
C 3.07 -3.67 7.16
C 2.63 -1.63 -0.29
C -3.18 1.31 2.43
C -1.45 -1.92 -5.24
C -2.44 0.78 -1.34
C -1.74 0.72 -4.47
C 2.54 -1.05 -3.03
C -4.06 0.68 4.60
C 2.81 3.97 -3.44
C -1.91 1.47 2.99
C 1.73 3.47 -5.53
C 3.61 -2.41 7.42
C -3.55 -1.45 0.38
C 2.58 4.28 -4.78
C -1.29 -1.85 -1.08
C -3.40 1.44 1.00
C 2.07 -1.31 5.87
C 1.10 2.36 -4.95
C -4.27 0.96 3.26
C 0.28 2.14 0.15
C -2.53 -1.18 -5.72
C 2.18 2.87 -2.85
C -0.67 -0.02 -3.94
H -0.69 1.31 4.76
H 4.15 -2.48 -3.19
H -3.25 -1.64 -6.40
H 3.58 -0.30 7.03
H -4.43 1.50 0.64
H -4.90 0.37 5.22
H 4.22 -3.00 -0.75
H -1.11 1.86 2.35
H 3.38 -4.60 7.60
H 3.46 4.60 -2.83
H -3.14 0.88 -2.18
H 0.36 -1.93 -4.09
H 4.43 -2.30 8.12
H -1.33 -2.96 -5.54
H 1.07 -0.18 -0.10
H -5.24 0.88 2.78
H 2.64 -1.83 0.78
H -2.61 0.60 6.21
H 3.07 5.14 -5.23
H 2.36 2.65 -1.80
H 2.54 -0.83 -4.09
H 0.45 1.74 -5.56
H -3.51 0.75 -5.68
H -1.88 1.77 -4.17
H 1.63 -0.48 5.33
H 1.54 3.71 -6.57
```

Output
maximum force = 3.4 eV Å⁻¹
E_LUMO = 3.945 eV
Kohn-Sham gap = 4.98 eV
total charge = -2

***

[2]
A structure of composition C38H27Cl2N6O8SSn, computed with ωB97M-V with the def2-TZVPD basis set.

Geometry as XYZ:
```
83
C38H27Cl2N6O8SSn | the OMol25 dataset | ωB97M-V with the def2-TZVPD basis set
Sn 0.15 0.27 -0.06
Cl -4.23 -1.27 -5.44
Cl -0.98 2.79 -4.10
S 1.95 -0.12 -2.19
O -0.95 0.15 1.74
O 2.04 0.91 -1.11
O -2.33 -4.00 6.31
O -0.77 1.35 -1.49
O 0.93 -1.06 -1.60
O 0.14 -1.60 1.08
O 1.63 0.36 -3.49
O -1.46 -5.17 4.52
N 0.42 2.50 0.70
N -4.23 3.28 -0.10
N 1.89 0.38 1.55
N -1.79 -1.02 -0.91
N -0.23 3.60 0.23
N -2.20 2.43 0.69
C 4.09 -1.42 -1.11
C -2.07 -1.76 5.34
C 1.46 2.73 1.39
C -0.62 -1.06 1.95
C -0.98 -3.20 3.13
C 5.28 -2.13 -1.20
C -3.16 -0.53 -4.29
C -1.96 -3.13 5.33
C 7.13 -3.19 -2.55
C -1.10 -1.80 3.12
C -1.63 -1.10 4.19
C -1.49 0.75 -2.43
C -3.20 -2.88 -1.39
C -2.25 4.53 -0.57
C 5.85 -2.40 -2.44
C -1.63 5.63 -1.18
C -3.64 4.40 -0.68
C -2.32 -2.17 -0.56
C 2.60 -0.65 2.02
C 2.28 1.62 1.88
C -2.10 -0.50 -2.12
C -3.50 -2.38 -2.63
C -1.43 -3.84 4.26
C -4.40 5.34 -1.37
C -2.55 0.64 -4.61
C -2.95 -1.15 -3.03
C -3.76 6.41 -1.96
C -1.52 3.49 0.14
C -3.47 2.37 0.55
C 4.03 -1.22 -3.52
C -2.38 6.56 -1.86
C 5.22 -1.94 -3.59
C 3.48 -0.97 -2.27
C 3.72 -0.49 2.81
C -1.70 1.28 -3.67
C -1.96 -5.31 5.85
C 4.13 0.79 3.14
C 3.39 1.86 2.67
H 5.66 -2.13 -4.56
H -2.04 -2.57 0.40
H 3.66 2.88 2.91
H -2.70 1.10 -5.57
H -5.22 3.15 -0.16
H 3.54 -0.86 -4.41
H 1.74 3.75 1.63
H -1.18 -5.70 6.50
H 3.66 -1.20 -0.14
H -2.47 -1.23 6.19
H -4.16 -2.92 -3.30
H 4.26 -1.36 3.16
H -5.47 5.22 -1.45
H -1.89 7.40 -2.33
H 6.95 -4.14 -3.05
H -0.56 5.71 -1.10
H -4.35 7.15 -2.49
H -1.70 -0.02 4.13
H -3.60 -3.82 -1.05
H 7.87 -2.64 -3.13
H -4.01 1.53 0.97
H -2.84 -5.94 5.85
H -0.55 -3.74 2.30
H 5.77 -2.48 -0.30
H 5.00 0.95 3.76
H 2.24 -1.63 1.74
H 7.55 -3.40 -1.57
```

Output
relative energy (zero: lowest compared OMol25 entry of this formula, charge and spin) = 0.878 eV
maximum force = 0.7 eV Å⁻¹
E_LUMO = -3.222 eV
Kohn-Sham gap = 6.87 eV
total charge = +1

***

[3]
A structure of composition C38H27Cl3F5FeN12O3S at a distorted geometry, computed with ωB97M-V with the def2-TZVPD basis set.

Geometry as XYZ:
```
90
C38H27Cl3F5FeN12O3S | the OMol25 dataset | ωB97M-V with the def2-TZVPD basis set
Fe -0.51 1.92 1.52
Cl 2.97 -0.89 -4.60
Cl -2.88 -6.96 -3.49
Cl 1.93 -6.04 -3.69
S -5.06 -6.46 -1.55
F -3.28 2.36 -0.15
F -5.50 4.73 4.25
F -5.92 2.65 0.09
F -7.08 3.89 2.19
F -2.80 4.67 3.99
O 2.31 2.54 2.29
O -1.66 3.47 1.87
O -0.84 -4.65 -0.78
N -1.07 -0.02 5.26
N -1.82 -0.88 4.51
N -0.90 0.15 0.45
N -0.76 -0.03 -0.85
N -0.52 0.85 4.49
N -2.26 -1.00 2.16
N -0.91 0.68 3.25
N -1.52 -1.00 -1.25
N 3.00 -3.48 2.08
N 2.21 -4.92 0.54
N 1.36 2.73 1.25
N -2.25 -1.49 -0.14
C -5.69 3.88 2.08
C 5.54 5.57 -0.07
C 1.90 -4.33 -3.18
C 0.19 2.96 -1.63
C 1.16 -4.06 -1.94
C -0.92 4.60 -2.99
C -3.53 4.15 3.02
C 0.42 5.24 -1.07
C 1.93 -4.07 1.62
C 3.56 -4.78 0.29
C 4.81 5.13 -1.15
C 0.39 -5.18 -1.20
C -0.64 3.29 -2.67
C -2.92 3.61 1.91
C 4.01 -3.93 1.28
C 3.05 4.28 0.25
C 3.85 4.60 1.36
C 0.74 3.88 -0.78
C -1.67 -0.44 3.27
C -0.34 5.56 -2.19
C 1.74 -1.71 -2.28
C 2.32 -2.02 -3.52
C -3.92 -4.39 -0.63
C 1.78 3.64 0.28
C 3.55 4.55 -1.05
C -4.99 -5.20 -0.39
C 1.21 -5.79 -0.10
C 2.43 -3.33 -3.98
C 5.12 5.19 1.24
C 1.12 -2.76 -1.57
C -5.13 3.17 1.00
C 2.18 1.22 2.82
C -3.80 3.06 0.91
C -4.92 4.24 3.10
C -3.61 -6.02 -2.23
C -1.75 -4.33 -1.90
C -3.09 -4.88 -1.64
C -1.83 -0.76 0.86
H 1.77 -6.62 -0.52
H 0.46 -2.52 -0.76
H 0.74 6.04 -0.43
H 1.14 1.02 2.97
H 2.67 -3.59 -4.98
H 5.04 -3.56 1.42
H -0.70 6.58 -2.33
H 0.53 -6.24 0.68
H -1.87 -3.23 -1.95
H 0.39 1.89 -1.47
H 6.41 6.20 -0.18
H -2.65 -1.89 2.28
H -1.65 4.84 -3.75
H 4.11 -5.34 -0.50
H 0.90 -3.78 1.96
H -1.14 2.44 -3.22
H 1.61 -0.72 -1.85
H 3.43 4.31 2.31
H -1.37 -4.68 -2.82
H -3.71 -3.49 -0.10
H 2.61 0.54 2.08
H 0.18 -6.08 -1.82
H 5.16 5.25 -2.12
H 2.67 1.18 3.81
H 5.67 5.43 2.13
H -5.82 -4.92 0.20
H 2.89 4.27 -1.84
```

Output
relative energy (zero: lowest compared OMol25 entry of this formula, charge and spin) = 1.417 eV
maximum force = 4.2 eV Å⁻¹
multiplicity = 6
E_LUMO (spin up / spin down) = 3.160 / 3.160 eV
Kohn-Sham gap (spin up / spin down) = 3.34 / 6.28 eV
total charge = -2

***

[4]
A structure of composition C38H28BeN4O2SSbSe, computed with ωB97M-V with the def2-TZVPD basis set.

Geometry as XYZ:
```
76
C38H28BeN4O2SSbSe | the OMol25 dataset | ωB97M-V with the def2-TZVPD basis set
Sb -0.14 -1.80 -1.09
Se 4.28 -1.68 6.52
S -0.19 -1.78 1.15
O 0.11 2.92 0.96
O -1.64 1.08 1.20
N 1.58 0.94 1.62
N -0.23 1.15 3.38
N 2.61 -1.03 6.61
N 4.49 -1.20 4.81
C -2.08 3.05 -0.01
C -1.19 0.80 5.52
C 1.85 -1.92 -1.76
C -3.74 1.11 0.19
C 3.74 0.39 0.82
C -0.04 1.03 -2.28
C 3.58 -1.59 -3.39
C -0.04 0.21 5.98
C 2.25 -1.47 -3.01
C -2.79 -5.45 -2.92
C -1.41 -3.52 -3.28
C -1.79 2.17 -3.48
C 1.93 0.44 2.81
C -0.79 3.58 0.29
C 4.10 -2.63 -1.29
C -1.26 1.25 4.21
C -2.42 1.75 0.47
C 2.33 -0.55 5.43
C 4.09 -0.16 2.04
C -0.49 4.87 -0.19
C 2.77 -2.50 -0.90
C -2.15 -4.57 -3.79
C 3.38 -0.64 4.43
C 3.16 -0.13 3.08
C -3.00 3.81 -0.76
C -2.69 -5.28 -1.55
C -2.15 -0.06 -2.64
C -0.86 -0.09 -2.11
C -2.68 5.06 -1.21
C -2.61 1.06 -3.32
C -0.50 2.16 -2.95
C 0.89 0.55 3.82
C -1.94 -4.23 -1.03
C -1.41 5.58 -0.92
C 4.50 -2.17 -2.54
C 2.48 0.94 0.65
C -1.30 -3.35 -1.90
C 1.04 0.07 5.11
Be -0.12 1.53 1.63
H -3.95 1.11 -0.88
H 5.53 -2.27 -2.84
H -2.16 1.71 3.81
H -1.15 6.57 -1.28
H -4.55 1.68 0.67
H -2.24 -4.71 -4.86
H -3.18 -5.97 -0.88
H -2.80 -0.92 -2.54
H -3.73 0.10 0.58
H 2.46 -2.84 0.09
H 4.43 0.39 -0.01
H 3.89 -1.23 -4.37
H -0.92 -2.83 -3.96
H -3.61 1.07 -3.74
H 1.54 -1.02 -3.69
H 5.06 -0.61 2.20
H -2.15 3.04 -4.01
H 2.19 1.41 -0.28
H -3.98 3.40 -0.97
H 0.14 3.02 -3.07
H -2.06 0.91 6.16
H 4.82 -3.10 -0.62
H 0.49 5.28 0.04
H 0.04 -0.16 7.00
H -3.39 5.64 -1.78
H 0.98 1.02 -1.91
H -3.37 -6.27 -3.32
H -1.85 -4.09 0.04
```

Output
relative energy (zero: lowest compared OMol25 entry of this formula, charge and spin) = 0.000 eV
maximum force = 0.4 eV Å⁻¹
E_LUMO = -3.198 eV
Kohn-Sham gap = 7.44 eV
total charge = +1

***

Q: Look up the total charge of the second one.
A: +1

***

Q: total charge of number 3 (C38H27Cl3F5FeN12O3S)?
A: -2

***

Q: Number 3 is which compound?
A: C38H27Cl3F5FeN12O3S